50
Properties=species:S:1:pos:R:3:forces:R:3 method="wB97M-V/def2-TZVPD" lumo_energy_ev=-2.7 total_charge=+1 multiplicity=1
Pb -1.971763 -0.081992 -0.677343 -3.903 1.271 -3.379
F -0.119723 0.465838 -0.150203 -0.545 -4.827 4.122
C 2.847877 0.535598 0.494477 1.157 0.070 1.657
C 2.228787 -0.816972 0.820397 0.605 1.716 1.032
C 1.380167 -0.744052 2.096987 -0.317 0.263 0.837
O 1.405877 -1.139562 -0.225513 1.246 -3.676 -1.218
H 3.431367 0.765518 1.385987 -0.060 0.660 0.189
H 2.095227 1.299428 0.299057 0.360 -0.008 0.350
H 3.608917 0.527128 -0.285813 -0.423 -0.268 -0.300
H 3.065697 -1.491672 1.000627 -0.283 -0.579 -0.462
H 1.817857 -0.367992 3.021707 0.680 -0.064 -0.223
H 0.916817 -1.692572 2.368507 0.408 -0.270 -0.045
H 0.538157 -0.067572 1.950467 0.141 0.237 -0.218
H 0.725857 -0.464532 -0.284893 0.933 -0.539 -0.094
C 1.673957 1.337468 -2.164033 1.080 0.008 0.404
C 1.121337 2.660828 -1.565703 -0.811 -0.849 -2.567
C 0.752227 3.608318 -2.722623 -0.062 0.408 0.681
O -0.099743 2.301198 -0.976653 -1.022 4.896 -1.477
H 2.685837 1.420958 -2.560553 0.221 0.236 0.158
H 1.127077 0.903968 -3.001353 -0.673 0.567 -0.040
H 1.708827 0.561208 -1.399633 0.214 0.344 -0.792
H 1.732897 3.158508 -0.813103 0.557 -0.140 -0.217
H 0.295427 4.481588 -2.256973 -0.032 0.211 -0.214
H -0.010633 3.143028 -3.346843 0.025 -0.162 0.079
H 1.555577 3.942958 -3.378933 0.243 -0.156 0.266
H 0.025817 1.525058 -0.425793 0.864 2.953 -0.531
C -1.634703 2.113408 1.848907 1.279 2.229 0.068
O -2.315153 0.953578 1.420017 -0.779 0.077 0.869
C -2.307243 -0.023522 2.467877 0.435 -1.047 -0.024
C -3.031913 -1.290812 1.988697 0.292 0.529 -0.069
N -2.475183 -1.835982 0.740657 0.714 -0.011 0.373
C -1.066823 -2.305242 0.786807 0.352 -0.589 -0.748
C -0.655473 -2.856662 -0.602423 0.156 -1.724 1.062
O -0.864213 -1.946742 -1.662193 -0.032 -0.515 0.250
C -0.055263 -2.239452 -2.816793 -0.263 1.138 -0.771
H -1.693513 2.966218 1.172627 -0.861 -0.446 -0.571
H -0.547653 2.036938 1.872717 0.129 -0.915 0.270
H -1.944243 2.515968 2.813397 -0.436 -0.592 0.126
H -2.795083 0.320868 3.379747 -0.055 0.293 -0.133
H -1.246603 -0.178122 2.665957 -0.080 -0.401 0.467
H -4.049843 -0.969152 1.768587 -0.183 -0.314 0.095
H -3.026113 -2.112042 2.705397 -0.090 0.432 0.549
H -3.083963 -2.587422 0.449417 -0.042 -0.159 -0.385
H -0.923153 -3.070632 1.549447 -0.038 -0.286 -0.079
H -0.355213 -1.521442 1.046347 -0.764 0.054 -0.079
H -1.187883 -3.796502 -0.748503 -0.684 0.016 -0.457
H 0.377627 -3.204142 -0.609843 0.126 0.550 0.380
H 0.997157 -2.126422 -2.556513 -0.058 -0.450 0.036
H -0.300573 -1.465752 -3.544333 0.082 0.232 0.122
H -0.354713 -3.148592 -3.338233 0.200 -0.408 0.651

9
Properties=species:S:1:pos:R:3:forces:R:3 method="wB97M-V/def2-TZVPD" e_above_lowest_ev=0.6506 lumo_energy_ev=0.3 total_charge=0 multiplicity=1
C 0.853149 -0.158322 -0.180391 -1.582 3.103 -0.489
C -0.868982 0.577517 0.111892 2.972 -1.638 -1.878
O 1.133729 -1.158611 0.638184 1.054 0.243 0.883
Cl 0.717529 -0.607548 -1.870895 0.404 -0.671 -0.775
Cl -1.907089 -0.849681 0.511595 0.251 0.895 -0.784
Cl -0.739730 1.604488 1.400904 0.136 1.345 2.673
Cl -1.264204 1.658869 -1.290371 -0.412 -1.261 0.373
H 1.670643 0.681618 -0.111307 -1.931 -1.481 0.149
H 0.404956 -1.748331 0.790389 -0.893 -0.535 -0.152

76
Properties=species:S:1:pos:R:3:forces:R:3 method="wB97M-V/def2-TZVPD" e_above_lowest_ev=0.3057 lumo_energy_ev=1.9 total_charge=-1 multiplicity=1
Pb -1.795494 -0.139523 -1.738690 -0.382 0.074 -0.207
F -3.431974 4.164093 1.066993 0.018 0.005 0.026
C -3.842802 4.140358 -0.204094 -0.010 -0.025 -0.009
F -4.787748 5.063866 -0.359514 -0.007 0.012 -0.009
F -2.811744 4.440141 -0.988051 0.009 0.000 -0.007
S -4.492461 2.456714 -0.567900 0.074 0.050 -0.054
O -3.345492 1.592766 -0.364912 0.048 -0.040 0.069
O -5.598437 2.279820 0.322674 -0.044 -0.023 0.026
N -4.885758 2.692844 -2.065821 -0.085 0.015 0.028
S -5.050611 1.603851 -3.180074 0.001 0.025 0.005
O -4.215178 0.441737 -2.998326 0.014 -0.046 -0.024
O -5.111302 2.223429 -4.463882 0.011 0.007 0.011
C -6.752129 0.945632 -2.907882 -0.001 0.003 -0.006
F -6.839110 0.324482 -1.731559 0.011 0.006 0.017
F -7.050390 0.070268 -3.871030 0.005 -0.005 -0.002
F -7.651806 1.928032 -2.936361 -0.006 0.009 -0.008
C 0.904859 -3.826330 -2.963259 -0.006 -0.005 0.007
C 0.345132 -4.869327 -2.241494 -0.011 0.020 0.009
C -0.827981 -4.666629 -1.535168 0.021 -0.005 -0.006
C -1.432324 -3.410099 -1.546879 -0.028 0.006 0.000
N -0.855705 -2.406801 -2.224534 0.008 -0.007 -0.044
C 0.263352 -2.603340 -2.922558 0.041 0.035 -0.021
C -2.711158 -3.089229 -0.852612 0.029 -0.017 -0.007
C -3.453736 -4.102695 -0.243117 -0.009 0.008 0.000
C -4.650547 -3.812388 0.389824 0.013 -0.008 -0.009
C -5.112780 -2.504844 0.411943 0.000 0.014 -0.003
C -4.373493 -1.498943 -0.197481 -0.024 -0.003 0.000
C -3.166404 -1.761660 -0.839367 0.032 -0.030 -0.013
H 1.819116 -3.935046 -3.528470 0.001 -0.006 0.003
H 0.820327 -5.842278 -2.225961 0.001 0.000 -0.001
H -1.262810 -5.478486 -0.972602 -0.006 -0.003 0.004
H 0.651384 -1.742509 -3.456218 0.005 -0.018 0.042
H -3.115407 -5.130740 -0.263251 0.004 -0.004 -0.003
H -5.220476 -4.605554 0.857503 -0.001 0.001 0.000
H -6.050372 -2.265618 0.899694 0.000 -0.002 0.001
H -4.758431 -0.487681 -0.164209 0.005 0.003 -0.001
O 3.681553 0.647735 0.293643 0.002 -0.101 0.183
C 3.432633 0.712991 -0.913501 -0.113 0.120 -0.166
N 2.662031 -0.125031 -1.629864 0.255 -0.114 0.319
S 2.641287 0.235071 -3.190768 -0.052 -0.031 -0.026
O 3.351163 -0.743492 -3.982172 -0.020 -0.007 -0.008
O 1.294815 0.533022 -3.630973 0.002 0.017 -0.007
C 3.608203 1.718354 -3.079679 0.000 0.004 0.023
C 3.983986 2.628035 -4.046332 -0.005 0.009 -0.008
C 4.767590 3.701717 -3.639128 0.002 0.003 -0.005
C 5.154724 3.839544 -2.308067 -0.004 0.002 -0.003
C 4.767040 2.908092 -1.352552 -0.004 -0.016 0.002
C 3.984948 1.842756 -1.759320 0.043 0.012 0.004
H 3.675838 2.512300 -5.076902 0.001 0.001 0.000
H 5.079078 4.442517 -4.364727 0.001 -0.001 0.000
H 5.762998 4.687080 -2.017908 0.001 0.001 0.001
H 5.055322 2.999488 -0.313430 0.001 -0.002 -0.002
N 3.220642 0.100545 3.380154 0.029 0.032 -0.039
C 3.906382 0.319442 4.551164 -0.004 0.004 -0.028
C 5.236312 0.629534 4.818171 0.020 0.008 0.012
C 5.587336 0.773554 6.146283 0.001 0.000 -0.010
C 4.645943 0.613027 7.176374 -0.007 0.001 0.003
C 3.327188 0.308772 6.904152 -0.002 -0.002 0.003
C 2.950932 0.164673 5.568892 -0.007 0.004 0.005
N 1.710908 -0.121067 5.022050 -0.020 -0.030 -0.016
C 1.921673 -0.148498 3.734263 0.014 0.074 -0.046
C 0.934954 -0.369603 2.669879 0.076 -0.082 0.008
C 1.366168 -0.923426 1.474979 -0.090 0.023 -0.047
C 0.506103 -0.924938 0.398671 0.090 0.022 0.027
N -0.726350 -0.436291 0.472540 -0.141 -0.095 0.064
C -1.188696 -0.002658 1.650359 0.097 0.126 -0.009
C -0.388362 0.049488 2.776289 0.000 0.043 -0.012
H 3.536374 0.263076 2.427073 0.016 -0.002 -0.036
H 5.961242 0.751690 4.024145 -0.007 -0.002 -0.004
H 6.611644 1.015006 6.400164 -0.002 -0.001 0.001
H 4.965954 0.733609 8.203504 -0.001 -0.001 -0.001
H 2.596767 0.186665 7.693112 0.001 0.000 -0.001
H 2.371172 -1.281268 1.331576 0.098 -0.010 0.018
H 0.857465 -1.259347 -0.565384 0.018 -0.024 -0.030
H -2.207630 0.365247 1.656328 -0.008 -0.023 0.011
H -0.757442 0.464276 3.703585 -0.009 -0.008 0.002

21
Properties=species:S:1:pos:R:3:forces:R:3 method="wB97M-V/def2-TZVPD" e_above_lowest_ev=0.1372 smiles=CCN[Si](C)(C)N lumo_energy_ev=0.9 total_charge=0 multiplicity=1
C 1.123038 -0.941459 2.781133 -1.019 1.289 1.106
C 1.132251 -0.168749 1.471318 0.711 -0.455 -1.161
N 0.071076 -0.776728 0.520718 2.751 1.693 -0.501
Si -0.077805 0.076678 -1.062319 -1.306 0.045 -0.291
C -1.071333 -1.176568 -2.261533 -0.832 0.513 2.909
C -0.849468 1.934734 -0.814886 0.580 -3.618 0.867
N 1.399866 0.247019 -1.958301 -1.771 -0.140 -0.700
H 1.689035 -1.894318 2.719735 -0.690 0.574 0.119
H 1.588804 -0.234573 3.527458 -0.246 -1.081 -0.395
H 0.028459 -1.054106 3.110911 1.638 -0.306 -0.279
H 1.037207 0.944032 1.621974 -0.359 -0.974 -0.013
H 2.196109 -0.282702 1.102243 -1.277 0.020 -0.356
H -0.746186 -0.600771 1.047546 -1.445 -0.118 0.487
H -0.496492 -1.323838 -3.140507 0.274 -0.278 -0.913
H -1.009356 -2.066719 -1.589227 0.163 0.232 -0.772
H -2.170090 -1.081231 -2.456298 1.056 0.379 -0.021
H -0.779521 2.052533 0.277918 0.136 0.616 -0.470
H -0.135560 2.459282 -1.420295 -0.304 0.943 -0.152
H -1.899955 1.839733 -1.086447 0.178 0.634 -0.384
H 1.252223 -0.184139 -2.859647 -0.003 0.101 -0.164
H 2.337426 0.095779 -1.762875 1.766 -0.069 1.083

5
Properties=species:S:1:pos:R:3:forces:R:3 method="wB97M-V/def2-TZVPD" e_above_lowest_ev=2.9142 lumo_energy_ev="-8.0 / -8.4" total_charge=+1 multiplicity=1
C 0.053137 -0.151764 0.126285 0.282 -0.646 0.838
N 1.818923 -1.398328 -0.062595 0.305 -0.067 -0.562
O 2.066125 -1.973710 0.831392 -0.441 0.286 0.126
H -0.945351 -0.290245 -0.303639 0.108 0.218 -0.110
H 0.122087 0.443240 1.048482 -0.255 0.209 -0.292

10
Properties=species:S:1:pos:R:3:forces:R:3 method="wB97M-V/def2-TZVPD" e_above_lowest_ev=0.2672 lumo_energy_ev=4.1 total_charge=-1 multiplicity=1
O -2.554901 -1.910208 -0.452469 0.030 0.033 0.093
H -2.653382 -1.543853 0.436893 -0.019 -0.042 -0.069
C 1.158451 0.817382 0.438407 -0.735 0.143 0.202
C 0.170539 0.029099 -0.447562 0.404 0.217 0.173
H 0.669885 1.674141 0.910269 -0.117 0.034 -0.053
H 1.984413 1.244899 -0.118324 0.397 -0.191 -0.021
H 1.494236 0.212623 1.277369 0.434 -0.087 -0.077
H 0.012305 -0.990825 -0.112498 -0.170 -0.039 0.040
H -0.804254 0.495704 -0.459949 -0.259 -0.077 -0.074
H 0.522708 -0.028958 -1.472138 0.033 0.010 -0.215